# 1
Computed, not measured: a 2-piece molecular cluster, C3H10N2O overall, with the ωB97M-V functional and the def2-TZVPD basis.

The geometry in XYZ format:
```
16
Properties=species:S:1:pos:R:3:lowdin_charge:R:1
O -0.25 -1.44 -1.93 0.04
N 1.41 1.76 0.58 -0.15
N -1.84 -2.00 -0.34 0.14
C 1.66 0.25 0.24 -0.17
C -0.13 2.04 0.83 -0.11
C -1.23 -1.96 -1.49 -0.48
H -1.83 -2.72 -2.10 0.13
H 1.86 1.95 1.49 0.06
H -0.45 1.91 -0.23 0.08
H -0.15 3.06 0.97 0.02
H -2.67 -2.52 -0.14 0.11
H 2.87 0.13 0.46 0.11
H 1.73 0.08 -0.86 0.05
H -1.59 -1.37 0.34 0.06
H 1.18 -0.69 0.51 0.03
H -0.57 1.51 1.66 0.06
```

HOMO-LUMO gap = 9.9 eV
SMILES = NC=O.CNC
relative energy (zero: lowest compared OMol25 entry of this formula, charge and spin) = 62.8 kcal/mol



# 2
Computed, not measured: a 4-piece molecular cluster, C25H32BF3NO5Si overall, with the ωB97M-V functional and the def2-TZVPD basis.

The geometry in XYZ format:
```
68
Properties=species:S:1:pos:R:3:lowdin_charge:R:1
Si -0.49 -2.20 0.92 0.41
F 6.05 4.61 1.27 0.05
F 1.20 0.50 -0.55 0.05
F -1.39 -4.01 -2.74 0.06
O -4.23 -0.50 2.72 -0.08
O -7.66 -1.29 1.42 0.17
O -1.27 -3.58 1.41 -0.21
O -4.66 -0.69 0.50 -0.04
O -7.68 -3.49 2.26 0.13
N -4.95 -3.52 1.00 -0.03
C 0.70 3.99 0.21 -0.08
C 0.05 -4.91 -4.35 -0.01
C 1.35 -2.50 1.11 -0.17
C -0.82 -1.79 -0.88 -0.15
C 6.33 5.87 1.64 -0.28
C 0.48 -4.93 -5.67 -0.09
C 5.29 6.78 1.74 -0.01
C -1.12 -3.22 -6.24 -0.09
C -0.97 -4.04 -4.01 -0.28
C 0.42 2.68 -0.15 -0.01
C -0.10 -4.09 -6.62 -0.11
C 2.00 4.38 0.49 -0.10
C -4.69 -1.07 1.69 -0.70
C -5.37 -2.46 1.94 -0.17
C 7.64 6.21 1.90 -0.02
C -2.64 -3.52 1.79 -0.24
C 2.77 2.14 0.06 -0.01
C -1.56 -3.19 -4.93 -0.01
C 6.90 8.46 2.38 -0.10
C -0.93 -0.76 2.02 -0.14
C 7.92 7.52 2.27 -0.09
C 5.59 8.08 2.12 -0.08
C -3.56 -3.43 0.58 -0.22
C 1.47 1.78 -0.21 -0.28
C 3.04 3.46 0.41 -0.08
B -6.94 -2.38 1.86 -0.61
H -2.88 -4.44 2.33 0.12
H -2.01 -0.53 1.99 0.02
H -2.82 -2.69 2.47 0.10
H -2.36 -2.53 -4.60 0.12
H -0.70 -1.01 3.06 0.04
H 1.59 -2.89 2.10 0.02
H 4.06 3.76 0.63 0.08
H 8.95 7.81 2.47 0.10
H -0.11 4.70 0.27 0.10
H -0.59 2.34 -0.36 0.13
H -3.36 -2.52 0.00 0.09
H 4.28 6.47 1.52 0.10
H 0.49 -5.54 -3.60 0.12
H 0.10 -1.95 -1.46 0.02
H 2.21 5.40 0.76 0.08
H 7.13 9.47 2.67 0.10
H -7.11 -4.27 2.22 0.09
H 1.28 -5.60 -5.96 0.10
H 0.25 -4.10 -7.64 0.10
H -1.08 -0.74 -1.00 0.03
H 3.56 1.39 0.01 0.12
H 4.79 8.81 2.20 0.11
H 1.85 -1.53 1.02 0.01
H 8.42 5.47 1.81 0.12
H -3.32 -4.29 -0.06 0.12
H 1.76 -3.16 0.34 0.02
H -1.57 -2.56 -6.97 0.10
H -1.58 -2.43 -1.32 0.00
H -5.12 -2.76 2.96 0.13
H -0.36 0.12 1.72 0.02
H -5.55 -3.54 0.19 0.10
H -8.41 -1.55 0.88 0.10
```

HOMO-LUMO gap = 6.3 eV
total charge = -1



# 3
Computed, not measured: C34H27N5O2ReS2 as an isolated structure, with the ωB97M-V functional and the def2-TZVPD basis.

The geometry in XYZ format:
```
71
Properties=species:S:1:pos:R:3:mulliken_spin:R:1
Re -0.49 -0.45 -0.68 2.36
S -2.15 -1.80 -1.46 -0.02
S -3.22 3.30 -1.36 0.01
O -0.38 -2.63 1.49 0.05
O 1.07 0.73 -0.99 0.06
N -3.25 1.40 0.51 0.02
N 0.77 -2.15 -0.98 0.03
N 0.22 1.15 1.72 0.02
N -1.66 1.23 -1.20 -0.02
N -0.37 0.10 1.24 -0.05
C 2.34 2.68 -0.90 -0.02
C 1.10 3.40 3.10 0.02
C -1.35 1.88 -2.43 -0.06
C -0.27 2.21 -4.53 0.01
C -0.99 3.39 -4.73 0.00
C 2.77 3.77 -0.20 0.05
C -1.05 -5.44 -2.84 0.00
C 2.71 -1.22 0.27 0.04
C -1.20 -3.23 -1.86 0.02
C -2.08 3.04 -2.65 -0.01
C -1.80 -4.32 -2.45 0.01
C 2.45 5.41 3.11 0.01
C -2.67 1.85 -0.60 0.01
C 2.85 -3.33 -1.00 -0.01
C 1.48 3.14 1.78 0.00
C -2.00 -2.56 3.29 0.00
C -1.91 3.81 -3.79 0.00
C 0.19 -3.24 -1.61 0.07
C 2.83 5.17 1.81 0.02
C -0.37 -4.05 1.57 0.00
C 0.30 -5.46 -2.63 0.00
C 0.94 -4.36 -2.00 -0.01
C -0.44 1.44 -3.39 0.06
C -1.92 0.21 3.14 -0.01
C -2.75 -1.78 4.16 0.00
C -1.19 -0.56 2.23 0.05
C 1.58 4.52 3.75 0.00
C 2.06 -2.24 -0.61 0.03
C -2.70 -0.40 4.10 0.00
C -1.20 -1.96 2.33 -0.05
C 2.32 -4.37 -1.70 0.01
C 1.00 1.98 1.04 0.11
C 2.36 4.04 1.13 0.01
C 1.44 1.78 -0.30 0.13
H -2.87 -4.30 -2.63 0.00
H 2.93 -5.21 -2.01 0.00
H -3.37 -2.27 4.90 0.00
H -1.35 -4.47 1.33 0.00
H 2.00 -0.71 0.91 -0.01
H 3.25 -0.48 -0.34 0.00
H 0.36 -4.38 0.83 0.00
H 2.66 2.49 -1.91 0.00
H 3.44 -1.72 0.90 0.00
H -3.09 0.46 0.84 0.01
H -1.85 1.29 3.09 0.00
H 3.89 -3.33 -0.71 0.00
H 0.44 2.72 3.62 0.00
H 0.12 0.52 -3.29 0.02
H -1.55 -6.27 -3.31 0.00
H -2.03 -3.64 3.38 0.00
H -2.49 4.71 -3.95 0.00
H -0.84 3.97 -5.63 0.00
H 1.29 4.71 4.78 0.00
H -4.09 1.85 0.85 0.00
H -0.05 -4.38 2.56 0.00
H 3.45 4.47 -0.67 0.00
H -3.26 0.20 4.80 0.00
H 0.90 -6.31 -2.92 0.00
H 0.42 1.88 -5.29 0.00
H 3.51 5.85 1.30 0.00
H 2.81 6.28 3.64 0.00
```

HOMO-LUMO gap (spin up / spin down) = 6.6 / 5.9 eV
total charge = +2
multiplicity = 4



# 4
Computed, not measured: C8H17N4 as an isolated structure, with the ωB97M-V functional and the def2-TZVPD basis.

The geometry in XYZ format:
```
29
Properties=species:S:1:pos:R:3:lowdin_charge:R:1
N -1.52 -0.01 1.93 0.22
N -0.80 -0.14 0.89 -0.09
N -2.49 -0.59 -0.89 0.14
N -0.99 1.07 0.34 -0.03
C -1.20 1.36 -1.05 -0.10
C 0.18 -1.18 0.69 -0.28
C 3.27 1.02 -0.19 -0.10
C -2.15 0.35 -1.64 -0.16
C -0.43 -2.41 0.03 -0.04
C 1.40 -0.65 -0.08 -0.16
C 2.21 0.39 0.70 -0.25
C -1.97 1.26 1.41 -0.07
H 2.04 -1.51 -0.30 0.14
H -0.25 1.35 -1.59 0.12
H 1.08 -0.24 -1.04 0.11
H -0.64 -2.24 -1.02 0.07
H 1.56 1.17 1.10 0.10
H 2.69 -0.10 1.54 0.12
H -2.45 0.53 -2.67 0.13
H 0.48 -1.46 1.71 0.17
H -3.01 1.22 1.07 0.15
H 3.93 1.65 0.40 0.08
H -1.61 2.37 -1.12 0.15
H -3.14 -1.28 -1.26 0.10
H 0.27 -3.23 0.11 0.10
H 3.88 0.26 -0.67 0.08
H -1.80 2.11 2.07 0.15
H 2.82 1.64 -0.97 0.07
H -1.35 -2.69 0.54 0.09
```

HOMO-LUMO gap = 9.9 eV
total charge = +1
relative energy (zero: lowest compared OMol25 entry of this formula, charge and spin) = 61.3 kcal/mol



# 5
Computed, not measured: C30H52GdP2 as an isolated structure, with the ωB97M-V functional and the def2-TZVPD basis.

The geometry in XYZ format:
```
85
Properties=species:S:1:pos:R:3:mulliken_spin:R:1
Gd -0.02 -1.24 -2.67 5.79
P -1.78 0.80 -0.47 -0.03
P 1.82 1.43 0.02 0.01
C -1.54 -1.18 -4.23 0.38
C -1.13 0.13 -4.26 0.10
C -0.12 0.73 -5.24 -0.02
C -1.16 0.96 1.14 0.00
C 0.93 -2.15 -4.92 -0.02
C 1.89 -2.30 2.17 0.01
C 1.60 -4.34 0.63 0.00
C -0.66 -2.34 -4.72 0.01
C -0.69 1.83 -1.52 0.17
C -1.43 -3.85 1.47 0.00
C 1.78 -1.38 -3.90 0.31
C 3.43 1.60 -0.86 0.00
C 1.09 -3.27 1.52 -0.01
C -3.49 1.30 -0.80 0.01
C 0.61 2.47 -0.97 -0.01
C 1.66 -0.01 -3.60 0.12
C -1.48 -1.47 3.53 0.00
C 1.04 -1.53 3.02 0.00
C -0.25 -3.06 1.91 0.00
C -1.00 4.01 2.74 0.00
C -0.86 2.23 4.50 0.00
C -1.46 2.61 3.15 0.00
C 2.23 2.54 1.42 0.00
C -2.99 2.54 3.21 0.00
C 1.26 1.05 -4.61 -0.01
C -1.03 1.64 2.15 0.00
C 3.36 -2.14 2.08 0.00
C 1.44 -0.39 3.86 0.00
C -1.99 -1.01 -0.70 0.08
C -0.28 -2.01 2.86 0.00
H 1.90 -5.22 1.22 0.00
H -3.65 2.31 -0.43 0.00
H 2.52 -0.36 4.02 0.00
H -1.42 4.75 3.43 0.00
H 0.00 0.09 -6.14 0.00
H 3.47 2.51 -1.47 0.00
H 1.35 -3.18 -4.91 0.01
H -1.20 -1.57 -0.15 -0.04
H 2.16 0.40 -2.70 0.09
H -1.24 2.91 5.28 0.00
H -1.74 -0.50 3.09 0.00
H 1.20 2.04 -4.11 0.01
H 0.83 -4.67 -0.07 0.00
H 3.21 2.22 1.82 0.00
H -2.28 -3.20 1.25 0.00
H -0.44 1.30 -2.46 -0.08
H 1.03 -1.74 -5.94 0.02
H 4.23 1.63 -0.11 0.00
H -4.16 0.60 -0.30 0.00
H 0.95 -0.43 4.85 0.00
H -1.13 1.20 4.77 0.00
H -2.12 -1.33 -1.78 -0.02
H -3.41 2.79 2.23 0.00
H -2.95 -1.32 -0.26 0.01
H -1.34 4.24 1.72 0.00
H 3.61 0.73 -1.50 0.00
H -0.83 -3.27 -4.13 -0.01
H -0.55 1.68 -5.63 0.00
H 1.19 2.89 -1.81 0.00
H 2.02 1.17 -5.41 0.01
H 3.88 -2.53 2.98 0.00
H -1.06 -2.51 -5.72 0.03
H -1.90 0.87 -3.98 0.02
H 0.35 3.30 -0.30 0.00
H -3.31 1.54 3.49 0.00
H 0.10 4.09 2.76 0.00
H 2.48 -4.01 0.07 0.00
H 1.45 2.43 2.19 0.00
H 3.75 -2.68 1.22 0.00
H 2.42 -2.02 -3.25 0.03
H -1.20 -4.43 0.57 0.00
H 2.28 3.59 1.06 0.00
H -2.34 -2.14 3.42 0.00
H -1.29 -1.30 4.60 0.00
H -3.67 1.26 -1.87 0.00
H -1.76 -4.56 2.25 0.00
H 0.25 2.31 4.48 0.00
H 1.13 0.55 3.39 0.00
H -3.36 3.25 3.95 0.00
H 3.63 -1.08 1.98 0.00
H -2.49 -1.47 -3.73 0.05
H -1.33 2.65 -1.84 0.00
```

HOMO-LUMO gap (spin up / spin down) = 3.9 / 3.4 eV
total charge = +1
multiplicity = 8
relative energy (zero: lowest compared OMol25 entry of this formula, charge and spin) = 330.7 kcal/mol



# 6
Computed, not measured: an isolated molecule of C9H11BO2, with the ωB97M-V functional and the def2-TZVPD basis.

The geometry in XYZ format:
```
23
Properties=species:S:1:pos:R:3:lowdin_charge:R:1
O 2.54 0.87 0.12 -0.06
O 2.39 -1.35 0.35 0.11
C -2.50 0.12 0.28 -0.32
C -1.91 -1.21 0.41 0.02
C -0.57 -1.33 0.26 -0.05
C -1.54 1.24 0.28 -0.06
C 3.98 0.82 0.27 -0.02
C 0.36 -0.19 -0.23 -0.29
C -3.82 0.31 0.43 0.07
C -0.23 1.13 0.10 -0.03
C 1.86 -0.29 0.13 -0.43
B -0.04 -0.88 -1.56 -0.05
H -2.41 -2.15 0.75 0.15
H 4.12 -0.06 0.84 0.06
H -2.08 2.19 0.61 0.13
H -4.33 1.32 0.24 0.10
H 0.27 2.08 0.31 0.13
H -0.96 -0.47 -2.38 0.10
H 0.53 -1.79 -2.04 0.05
H 4.20 1.86 0.50 0.09
H 4.49 0.48 -0.80 0.15
H -4.39 -0.51 0.79 0.05
H 0.04 -2.17 0.36 0.10
```

HOMO-LUMO gap = 8.2 eV
relative energy (zero: lowest compared OMol25 entry of this formula, charge and spin) = 121.8 kcal/mol



# 7
Computed, not measured: C18H37CeO2P3 as an isolated structure, with the ωB97M-V functional and the def2-TZVPD basis.

The geometry in XYZ format:
```
61
Properties=species:S:1:pos:R:3:lowdin_charge:R:1
Ce 2.31 1.97 0.59 1.04
P -0.23 0.89 2.72 0.75
P -2.08 -2.51 -0.85 0.92
P -0.30 2.77 -0.38 0.72
O 0.48 -1.34 -0.85 -0.03
O 1.59 4.89 2.49 0.23
C 2.23 -3.23 -3.23 0.05
C -1.05 2.15 -1.96 -0.24
C 1.90 3.92 1.92 -0.05
C 2.42 -2.70 -0.47 0.11
C -1.78 -4.00 0.11 -0.18
C 1.58 -1.92 -1.31 -0.27
C 2.97 2.55 -1.48 -0.31
C -0.13 2.15 4.05 -0.26
C 2.77 -4.20 -2.36 0.15
C -1.91 2.76 0.53 -0.26
C 2.85 -3.92 -0.99 0.05
C 4.13 1.94 -0.87 -0.23
C 0.73 -0.44 3.54 -0.29
C -3.42 -1.56 -0.15 -0.18
C -0.30 4.55 -0.88 -0.22
C -2.30 -2.81 -2.60 -0.17
C -1.95 0.24 3.16 -0.24
C 1.78 -2.02 -2.72 0.11
H 1.67 -0.01 3.89 0.05
H 2.54 -2.35 0.55 0.15
H 1.47 -1.19 -3.35 0.16
H -1.49 -2.28 -3.11 0.05
H 2.17 -3.41 -4.30 0.16
H -0.31 5.20 0.01 0.06
H 3.41 -4.62 -0.36 0.16
H -0.53 3.11 3.69 0.04
H -0.71 1.80 4.91 0.07
H 0.91 2.32 4.31 0.05
H 3.10 -5.14 -2.79 0.17
H -1.49 1.15 -1.83 0.03
H -2.22 -4.90 -0.37 0.09
H -0.68 -4.09 0.20 0.05
H -2.18 -3.88 1.14 0.08
H -1.82 3.26 1.50 0.05
H -3.46 -1.72 0.93 0.06
H -0.31 2.10 -2.77 0.05
H -1.96 0.09 4.26 0.07
H -1.84 2.87 -2.20 0.07
H 0.95 -1.23 2.82 0.02
H -3.19 -0.50 -0.30 0.05
H 0.16 -0.85 4.38 0.07
H -4.39 -1.80 -0.59 0.09
H -2.12 -0.71 2.62 0.03
H 2.88 3.65 -1.55 0.11
H -2.70 1.00 2.88 0.05
H 4.42 0.92 -1.18 0.10
H -0.84 -1.70 -0.71 0.01
H -2.20 -3.89 -2.81 0.08
H -2.25 1.73 0.71 0.02
H 4.86 2.60 -0.38 0.11
H 2.41 1.97 -2.22 0.08
H -3.25 -2.42 -2.98 0.09
H -2.64 3.31 -0.08 0.08
H -1.23 4.70 -1.44 0.07
H 0.58 4.79 -1.50 0.06
```

HOMO-LUMO gap (spin up / spin down) = 3.6 / 3.4 eV
total charge = +4



# 8
Computed, not measured: C30H26N4OP2SSr as an isolated structure, with the ωB97M-V functional and the def2-TZVPD basis.

The geometry in XYZ format:
```
65
Properties=species:S:1:pos:R:3:lowdin_charge:R:1
Sr -0.55 -2.01 1.23 1.12
S -1.50 -1.48 3.81 0.41
P 1.34 0.14 -0.06 0.91
P -1.47 0.57 -0.80 0.95
O -0.38 -1.77 -2.98 0.02
N -2.25 -3.88 4.73 0.05
N 0.22 0.81 -1.21 -0.38
N -0.03 -2.90 -0.91 -0.14
N -0.96 -3.90 2.74 -0.11
C -0.37 -5.88 1.51 -0.03
C -1.58 -3.24 3.76 -0.86
C -2.29 2.38 -4.39 -0.08
C 4.02 -2.29 -1.95 -0.07
C -2.18 3.93 2.28 -0.08
C -1.02 -5.23 2.68 -0.34
C -1.61 1.93 -3.27 -0.10
C 2.64 -0.48 -1.16 -0.37
C -2.28 1.18 -2.30 -0.38
C -4.30 1.33 -3.60 -0.08
C -1.76 1.93 0.38 -0.37
C -1.69 -5.94 3.66 -0.02
C 3.02 -1.82 -1.11 -0.11
C -2.30 2.60 2.64 -0.07
C -2.28 -5.19 4.67 -0.13
C -1.67 3.28 0.02 -0.10
C 4.64 -1.44 -2.84 -0.08
C -0.21 -2.35 -1.95 -0.65
C 3.15 1.38 1.63 -0.10
C 2.15 1.60 0.68 -0.37
C 3.38 3.75 1.95 -0.09
C 1.78 2.90 0.37 -0.10
C 3.77 2.45 2.25 -0.08
C -2.09 1.61 1.68 -0.12
C 4.27 -0.10 -2.90 -0.08
C 2.39 3.97 1.01 -0.08
C -3.62 0.87 -2.48 -0.10
C -1.88 4.27 0.96 -0.08
C 3.28 0.38 -2.06 -0.08
C -3.64 2.08 -4.56 -0.08
H 2.51 -2.50 -0.45 0.08
H -0.26 -6.95 1.65 0.08
H -2.34 4.71 3.01 0.10
H -1.44 3.55 -1.00 0.10
H -1.77 2.96 -5.14 0.10
H -0.96 -5.72 0.60 0.09
H 3.86 4.58 2.45 0.10
H -2.82 -5.70 5.47 0.11
H 5.42 -1.81 -3.50 0.10
H -0.57 2.18 -3.14 0.10
H -1.74 -7.02 3.65 0.11
H -4.15 0.27 -1.75 0.10
H -2.21 0.57 1.99 0.02
H -2.54 2.32 3.65 0.11
H 3.45 0.37 1.88 0.11
H 3.01 1.43 -2.08 0.11
H 4.54 2.26 2.99 0.10
H 2.09 4.98 0.76 0.10
H 1.02 3.07 -0.37 0.08
H -5.35 1.09 -3.72 0.10
H 4.30 -3.34 -1.91 0.11
H -4.17 2.42 -5.44 0.10
H 0.40 0.41 -2.13 0.03
H 4.75 0.57 -3.59 0.10
H 0.62 -5.45 1.32 0.08
H -1.80 5.31 0.67 0.10
```

HOMO-LUMO gap = 8.2 eV
relative energy (zero: lowest compared OMol25 entry of this formula, charge and spin) = 0.0 kcal/mol



# 9
Computed, not measured: a 2-piece molecular cluster, C3H6O overall, with the ωB97M-V functional and the def2-TZVPD basis.

The geometry in XYZ format:
```
10
Properties=species:S:1:pos:R:3:lowdin_charge:R:1
O 3.45 0.05 -0.68 0.03
C 2.60 0.25 0.10 -0.06
C -1.26 0.63 0.31 -0.19
C -0.24 -0.47 0.11 -0.08
H -2.13 0.40 -0.33 0.07
H -0.04 -1.21 0.91 0.05
H 2.78 0.07 1.12 0.03
H -0.41 -0.87 -0.88 0.04
H -0.75 1.43 -0.16 0.04
H -1.46 0.88 1.37 0.07
```

HOMO-LUMO gap (spin up / spin down) = 8.8 / 8.6 eV
relative energy (zero: lowest compared OMol25 entry of this formula, charge and spin) = 103.6 kcal/mol



# 10
Computed, not measured: an isolated molecule of C5H5N, with the ωB97M-V functional and the def2-TZVPD basis.

The geometry in XYZ format:
```
11
Properties=species:S:1:pos:R:3:lowdin_charge:R:1
N 1.25 -0.50 0.06 0.01
C -0.06 -0.21 0.56 -0.40
C -1.19 -0.85 -0.15 -0.02
C -0.90 0.95 0.10 0.06
C 2.12 0.33 -0.28 -0.03
C -2.08 0.25 0.02 -0.05
H -0.84 -1.51 -0.91 0.10
H -0.16 -0.40 1.58 0.12
H 1.94 1.46 -0.12 0.11
H 2.99 0.03 -0.68 0.03
H -3.07 0.44 -0.17 0.07
```

HOMO-LUMO gap = 9.2 eV
SMILES = C=N[C@H]1C2=C[C@@H]21
relative energy (zero: lowest compared OMol25 entry of this formula, charge and spin) = 127.3 kcal/mol



- Which formula does entry 8 have?
  C30H26N4OP2SSr